i:
The following is a quantum chemistry calculation of a 2-piece molecular cluster, C5H15N2 overall, from the Open Molecules 2025 dataset.

Positions of all 22 atoms, in Å:
N 0.7000 -0.6133 0.2311
N -1.9123 -0.3073 1.2405
C -0.4179 -0.5691 -0.6576
C -2.8332 0.2461 -0.9867
C 2.9279 1.8262 0.6911
C -1.5779 0.3004 -0.1217
C 1.4353 -1.8145 0.0306
H -1.0990 1.2733 -0.0708
H -0.1843 -0.1448 -1.7291
H 3.8491 2.2654 0.2556
H -2.5077 0.4627 1.6967
H 3.0613 0.7949 1.1703
H 2.1063 -2.0809 0.8515
H 2.1637 1.9018 0.0128
H 0.7994 -2.7435 0.0330
H -0.8683 -0.3518 1.6755
H -3.6131 -0.2870 -0.4343
H -0.8492 -1.5884 -1.0601
H -2.6435 -0.4510 -1.8297
H -3.0375 1.1314 -1.5776
H 2.5665 2.4987 1.5889
H 1.9345 -1.7493 -1.0101

Its charge is +1. The value obtained for the frontier orbital gap is 5.7 eV. The LUMO energy comes out at -0.3176 hartree. The HOMO energy comes out at -14.35 eV.

Löwdin atomic charge list, values in e, 5 entries: 0.192 0.045 -0.201 -0.040 -0.064



ii:
The following is a quantum chemistry calculation of a 2-piece molecular cluster, C5H15N2 overall, from the Open Molecules 2025 dataset.

Positions of all 22 atoms, in Å:
N 0.3707 1.2937 -1.1281
N -0.1877 -1.1957 0.1526
C -0.7719 2.0072 -1.6825
C 1.5195 1.8905 -1.1460
C -1.4152 -1.6743 -0.5292
C -0.1728 -1.1749 1.6598
C 1.1493 -0.5932 2.0978
H -1.5904 2.0204 -0.9584
H 0.6515 -1.6974 -0.1827
H -1.1635 -1.9903 -1.4937
H 1.9259 -1.1929 1.6641
H 2.3256 1.5158 -0.5003
H -0.4667 3.0488 -1.9195
H -2.1339 -0.8638 -0.5611
H 1.6449 2.8548 -1.7524
H -1.8409 -2.5900 0.0130
H 0.0880 -0.2562 -0.0685
H -0.2957 -2.2084 2.0161
H -1.1773 1.4420 -2.5281
H 1.3014 0.4191 1.7834
H -0.9646 -0.4913 1.9120
H 1.2038 -0.5643 3.1516

Its charge is +1. The value obtained for the frontier orbital gap is 11.3 eV. The LUMO energy comes out at -0.1004 hartree. The HOMO energy comes out at -14.00 eV.

Löwdin atomic charge list, values in e, 5 entries: -0.134 -0.037 -0.121 -0.004 0.009



What should be chosen as the most stable of them? Choose ii.



i:
The following is a quantum chemistry calculation of an isolated ion of composition C5H15N2 and charge +1, from the Open Molecules 2025 dataset.

Positions of all 22 atoms, in Å:
N 0.3960 -2.3295 -1.4641
N 1.4275 1.0827 2.0323
C 0.4421 1.1170 -0.2300
C -0.9617 0.6620 -0.5648
C -1.2081 -0.8914 -0.2352
C 0.5291 1.8521 1.0902
C -0.9840 -1.7921 -1.4419
H 0.5034 -3.3168 -1.5992
H 0.8311 1.6933 -1.0788
H 1.2756 1.3387 3.0120
H 0.9383 2.8856 0.9747
H -1.1482 0.7752 -1.6435
H -2.2481 -0.8248 0.1399
H 1.2210 0.0791 1.9803
H 2.4288 1.1466 1.8247
H -0.3960 2.0486 1.6483
H -1.7324 1.3582 -0.1276
H -1.6752 -2.6562 -1.3774
H 1.1263 0.2374 -0.3374
H -1.0496 -1.4482 -2.4859
H -0.7697 -1.1368 0.7405
H 1.0539 -1.8806 -0.8572

Its charge is +1. The value obtained for the frontier orbital gap is 7.8 eV. Its SMILES is NCCCCC[NH3+]. The LUMO energy comes out at -0.1404 hartree. The HOMO energy comes out at -11.63 eV.

Löwdin atomic charge list, values in e, 5 entries: -0.020 0.186 -0.212 -0.191 -0.182



ii:
The following is a quantum chemistry calculation of an isolated ion of composition C5H15N2 and charge +1, from the Open Molecules 2025 dataset.

Positions of all 22 atoms, in Å:
N 2.0550 0.6160 -0.1505
N -1.3068 0.5576 -1.2137
C -0.5063 -0.6590 -1.3812
C 0.1985 -0.9905 -0.0575
C 1.1793 0.0034 2.1374
C -2.5887 0.3044 -0.5354
C 0.8154 0.1587 0.6831
H 0.2477 -0.3649 -2.1228
H -2.4305 0.3268 0.5433
H 0.2776 0.0955 2.7184
H 1.7903 0.8646 2.4281
H -3.0586 -0.5940 -0.9296
H -1.0949 -1.5117 -1.7097
H 1.7228 1.2186 -0.9035
H 0.1668 1.0059 0.5241
H 2.6985 1.1704 0.4177
H 1.7587 -0.8805 2.4027
H -1.4219 0.9727 -2.1268
H 0.7952 -1.9130 -0.0532
H -3.2296 1.1736 -0.6918
H 2.5447 -0.1793 -0.5594
H -0.6133 -1.3753 0.5802

Its charge is +1. The value obtained for the frontier orbital gap is 9.4 eV. Its SMILES is CNCC[C@@H](C)[NH3+]. The LUMO energy comes out at -0.1245 hartree. The HOMO energy comes out at -12.83 eV.

Löwdin atomic charge list, values in e, 5 entries: 0.232 -0.143 -0.227 -0.168 -0.023



iii:
The following is a quantum chemistry calculation of an isolated ion of composition C5H15N2 and charge +1, from the Open Molecules 2025 dataset.

Positions of all 22 atoms, in Å:
N 0.5276 2.3115 1.2282
N -0.2134 0.3100 -0.4479
C 1.2113 0.6122 -0.3291
C 1.5131 1.1623 1.0616
C -0.7412 -1.0292 -0.1012
C -2.2001 -1.0629 -0.5481
C 0.0588 -2.1829 -0.7635
H 1.0369 3.1390 0.9093
H -0.6432 -1.0724 0.9852
H -0.4203 -3.0953 -0.4189
H 2.5435 1.4749 1.2134
H 1.1123 -2.1126 -0.5270
H -0.4646 0.5694 -1.3838
H -0.2306 2.1209 0.5516
H -2.6971 -1.8601 0.0008
H 0.1347 2.4803 2.1560
H 1.3158 0.4814 1.8885
H -2.6847 -0.1060 -0.3638
H -0.1478 -2.0790 -1.8224
H -2.2960 -1.2727 -1.6134
H 1.3828 1.3977 -1.0713
H 1.9025 -0.1864 -0.6043

Its charge is +1. The value obtained for the frontier orbital gap is 10.0 eV. Its SMILES is CC(C)NCC[NH3+]. The LUMO energy comes out at -0.1239 hartree. The HOMO energy comes out at -13.36 eV.

Löwdin atomic charge list, values in e, 5 entries: 0.181 -0.076 -0.203 -0.106 -0.429



iv:
The following is a quantum chemistry calculation of an isolated ion of composition C5H15N2 and charge +1, from the Open Molecules 2025 dataset.

Positions of all 22 atoms, in Å:
N -0.2373 -0.8788 0.0190
N 1.9477 0.2902 0.1253
C -1.7959 0.8619 -1.7752
C -1.1781 0.2416 0.4223
C -1.0349 1.3450 -0.5850
C 0.7194 -1.5662 0.9735
C 1.8945 -0.6033 1.3153
H -0.0072 1.5896 -0.7404
H -2.5107 -0.0017 -1.5610
H 2.8917 -0.0155 -0.3560
H -1.1749 0.4719 -2.5628
H 1.6415 -0.1695 2.2413
H 1.0108 -2.4871 0.5562
H -2.4633 1.6976 -2.1326
H 2.8834 -1.1460 1.2628
H -2.2267 -0.1350 0.7087
H 0.5319 -0.3094 -0.5504
H -0.8704 0.6116 1.3621
H -1.4118 2.2390 -0.0666
H -0.7188 -1.6154 -0.7158
H 2.1421 1.2749 0.3264
H -0.0329 -1.6954 1.7330

Its charge is +1. The value obtained for the frontier orbital gap is 11.8 eV. Its SMILES is CCC[NH2+]CCN. The LUMO energy comes out at -0.1096 hartree. The HOMO energy comes out at -14.82 eV.

Löwdin atomic charge list, values in e, 5 entries: -0.042 -0.031 -0.105 -0.182 -0.255



What should be chosen as the most stable of them? Choose iii.



i:
The following is a quantum chemistry calculation of a 2-piece molecular cluster, C5H15N2 overall, from the Open Molecules 2025 dataset.

Positions of all 22 atoms, in Å:
N -1.0109 1.2320 -0.0865
N -1.2038 -1.2162 -1.3938
C 1.3230 1.1200 0.7100
C -0.1216 1.1972 1.1256
C -2.2486 -1.6304 -1.9774
C 2.2569 0.9779 1.9121
C -0.0940 -2.1764 -1.2777
H -1.9757 1.3618 0.1875
H -0.3839 -3.1897 -1.5511
H 2.0403 0.1048 2.5217
H 3.2980 0.9998 1.6089
H 0.7245 -1.8603 -1.9247
H 1.5703 2.0039 0.1191
H -0.4923 0.3398 1.6851
H -2.3556 -2.6559 -2.3185
H 1.4596 0.2441 0.0623
H 0.2688 -2.1427 -0.2509
H -3.0800 -0.9414 -2.0682
H -0.9802 0.3071 -0.6338
H -0.7732 1.9859 -0.7297
H -0.3078 2.0798 1.7372
H 2.0861 1.8591 2.5427

Its charge is +1. The value obtained for the frontier orbital gap is 11.6 eV. The LUMO energy comes out at -0.1089 hartree. The HOMO energy comes out at -14.59 eV.

Löwdin atomic charge list, values in e, 5 entries: 0.151 -0.122 -0.253 -0.176 0.006



ii:
The following is a quantum chemistry calculation of an isolated ion of composition C5H15N2 and charge +1, from the Open Molecules 2025 dataset.

Positions of all 22 atoms, in Å:
N -1.7452 -0.2558 -0.1054
N 0.6626 0.2610 -0.9240
C 0.5338 -0.0393 0.5383
C 1.1053 1.6734 -1.1465
C -1.2816 -0.7095 2.2370
C -0.9026 0.1468 1.0577
C 1.2814 -0.8401 -1.6578
H -0.8489 -0.5732 3.2290
H -1.0107 1.2116 1.2546
H 0.5110 -1.5554 -1.8998
H -2.5876 0.2970 -0.0045
H 2.2448 -1.0964 -1.2363
H 1.2401 0.5999 1.0585
H 1.5237 -0.6443 -2.7146
H -0.3870 0.2263 -1.1010
H 1.0859 1.9172 -2.2134
H 2.1636 1.7008 -0.8798
H -0.8023 -1.7011 2.1686
H -2.3573 -0.7524 2.3956
H 0.5254 2.4079 -0.6243
H 0.9285 -1.0194 0.7966
H -1.8831 -1.2552 -0.2286

Its charge is +1. The value obtained for the frontier orbital gap is 11.7 eV. Its SMILES is C[C@H](N)C[NH+](C)C. The LUMO energy comes out at -0.0971 hartree. The HOMO energy comes out at -14.30 eV.

Löwdin atomic charge list, values in e, 5 entries: 0.044 -0.217 -0.110 0.026 -0.056



iii:
The following is a quantum chemistry calculation of an isolated ion of composition C5H15N2 and charge +1, from the Open Molecules 2025 dataset.

Positions of all 22 atoms, in Å:
N 0.8471 -1.8941 -1.2134
N 1.5557 1.4666 1.5657
C 0.0716 1.2590 -0.4823
C -1.1575 0.3656 -0.8305
C -0.4974 -2.2272 -0.6946
C -1.3203 -1.0093 -0.1151
C 0.0801 1.5247 1.0364
H 1.8310 1.4467 2.5468
H 0.8453 -0.9744 -1.6203
H 1.6031 -2.1662 -0.6054
H -0.2434 2.5156 1.3525
H 1.9569 2.3084 1.1567
H -2.2965 -1.4775 -0.0906
H -0.9182 -0.9820 0.8970
H 1.9685 0.6492 1.1070
H 1.0168 0.8216 -0.8030
H -0.3981 -2.9369 0.1201
H -0.1421 2.2099 -0.9671
H -1.1965 0.1757 -1.8976
H -0.5018 0.7719 1.5419
H -2.0739 0.8393 -0.4769
H -1.0303 -2.6867 -1.5275

Its charge is +1. The value obtained for the frontier orbital gap is 8.3 eV. Its SMILES is NCCCCC[NH3+]. The LUMO energy comes out at -0.1387 hartree. The HOMO energy comes out at -12.07 eV.

Löwdin atomic charge list, values in e, 5 entries: 0.003 0.198 -0.164 -0.176 -0.254



iv:
The following is a quantum chemistry calculation of a 2-piece molecular cluster, C5H15N2 overall, from the Open Molecules 2025 dataset.

Positions of all 22 atoms, in Å:
N 0.1044 1.0874 1.4595
N -3.1619 1.0434 -0.2605
C 2.1809 -0.3389 -0.0188
C -1.8685 1.2311 0.1150
C 1.1407 -0.5129 -1.0943
C -1.3339 0.8223 1.2640
C 0.6495 -1.9267 -1.0655
H -3.6865 0.4880 0.3921
H -3.3519 0.7106 -1.2340
H 0.2651 0.2003 -0.9861
H -1.2687 1.8525 -0.5844
H 0.3832 1.5293 2.3531
H 1.5578 -0.2147 -2.0601
H -0.1928 -2.1107 -1.7512
H 3.1316 -0.7903 -0.3417
H 1.8813 -0.7991 0.9407
H 0.5641 0.1958 1.5478
H 2.4198 0.7219 0.1622
H -1.7728 0.0923 1.9404
H 0.5634 1.5449 0.7051
H 1.4286 -2.6099 -1.4344
H 0.3667 -2.2165 -0.0489

Its charge is +1. The value obtained for the frontier orbital gap is 10.1 eV. The LUMO energy comes out at -0.1176 hartree. The HOMO energy comes out at -13.31 eV.

Löwdin atomic charge list, values in e, 5 entries: 0.173 0.086 -0.138 -0.212 -0.333



What should be chosen as the most stable of them? Choose i.